No. 1
{
  "formula": "AlBH4",
  "method": "ωB97M-V/def2-TZVPD",
  "de_lowest_kcal_mol": 57.7,
  "gap_ha": 0.1108,
  "total_charge": 2,
  "energy_ha": -268.53777,
  "homo_ev": -20.5,
  "symbols": ["Al", "B", "H", "H", "H", "H"],
  "coordinates": [[-23.234, 25.350, -7.612], [-28.461, 23.959, -6.316], [-28.122, 24.680, -7.044], [-27.612, 23.315, -6.152], [-28.747, 24.344, -5.349], [-29.235, 23.390, -6.807]],
  "mulliken_charge": [1.008, -0.183, 0.242, 0.296, 0.296, 0.341]
}

=====

No. 2
{
  "formula": "C17H17Cl14F17NO2",
  "method": "ωB97M-V/def2-TZVPD",
  "gap_ha": 0.2292,
  "total_charge": -1,
  "energy_ha": -9003.57131,
  "homo_ev": -4.7,
  "symbols": ["N", "C", "C", "O", "O", "C", "F", "F", "C", "F", "F", "C", "F", "F", "C", "F", "F", "C", "F", "F", "C", "F", "F", "C", "F", "F", "C", "F", "F", "F", "H", "H", "H", "C", "Cl", "Cl", "H", "H", "C", "Cl", "Cl", "H", "H", "C", "Cl", "Cl", "H", "H", "C", "Cl", "Cl", "H", "H", "C", "Cl", "Cl", "H", "H", "C", "Cl", "Cl", "H", "H", "C", "Cl", "Cl", "H", "H"],
  "coordinates": [[4.798, 1.370, -0.001], [3.891, 1.348, -1.175], [4.355, 2.582, -2.123], [3.516, 3.267, -2.806], [5.652, 2.829, -2.188], [4.057, 0.042, -2.093], [5.448, -0.245, -2.072], [3.764, 0.411, -3.400], [3.325, -1.256, -1.550], [3.173, -1.095, -0.156], [4.245, -2.326, -1.678], [2.016, -1.725, -2.291], [1.749, -3.039, -1.835], [2.240, -1.916, -3.668], [0.755, -0.768, -2.196], [1.066, 0.569, -2.496], [-0.083, -1.164, -3.266], [-0.134, -0.866, -0.888], [-1.347, -1.511, -1.227], [0.401, -1.609, 0.159], [-0.579, 0.540, -0.258], [0.515, 1.313, 0.159], [-1.233, 0.195, 0.951], [-1.647, 1.358, -1.108], [-1.741, 1.017, -2.444], [-2.934, 1.164, -0.559], [-1.414, 2.952, -1.045], [-2.499, 3.570, -1.693], [-1.452, 3.381, 0.273], [-0.262, 3.294, -1.701], [4.203, 1.680, 0.786], [5.114, 0.436, 0.276], [2.805, 1.575, -0.923], [-0.041, -2.495, 3.136], [-0.945, -1.698, 4.427], [1.385, -3.327, 3.771], [-0.686, -3.222, 2.649], [0.279, -1.746, 2.417], [5.620, 3.843, -6.026], [6.163, 2.297, -6.717], [4.889, 3.617, -4.424], [6.480, 4.507, -5.937], [4.883, 4.284, -6.695], [-5.690, 4.474, -1.814], [-5.739, 5.773, -0.617], [-6.734, 4.839, -3.195], [-4.669, 4.355, -2.165], [-6.029, 3.551, -1.349], [0.267, -5.208, 6.900], [-0.636, -4.410, 8.192], [1.692, -6.042, 7.536], [-0.380, -5.936, 6.414], [0.588, -4.461, 6.179], [-9.609, 4.924, -0.318], [-11.269, 4.786, -0.913], [-9.286, 3.744, 0.957], [-8.923, 4.748, -1.143], [-9.458, 5.924, 0.079], [4.772, -7.537, 6.247], [4.871, -7.971, 4.537], [5.435, -8.815, 7.273], [5.337, -6.623, 6.412], [3.729, -7.379, 6.510], [-5.501, -1.247, 0.285], [-6.976, -0.322, -0.008], [-5.522, -2.008, 1.879], [-5.411, -2.020, -0.474], [-4.649, -0.573, 0.229]],
  "mulliken_charge": [-0.664, 1.136, 0.041, -0.763, -0.749, 0.470, -0.324, -0.289, 0.716, -0.231, -0.355, 0.317, -0.314, -0.286, 0.812, -0.236, -0.340, 0.635, -0.317, -0.252, 0.414, -0.290, -0.295, 0.536, -0.263, -0.284, 0.582, -0.231, -0.244, -0.161, 0.283, 0.310, -0.356, 0.328, -0.175, -0.178, 0.293, -0.279, -0.387, -0.234, 0.080, 0.244, 0.250, 0.093, -0.154, -0.177, 0.073, 0.197, 0.155, -0.160, -0.180, 0.273, -0.098, 0.118, -0.168, -0.153, -0.068, 0.262, 0.180, -0.156, -0.162, 0.280, -0.119, 0.322, -0.158, -0.164, 0.279, -0.267]
}

=====

No. 3
{
  "formula": "C15H24N3O",
  "method": "ωB97M-V/def2-TZVPD",
  "de_lowest_kcal_mol": 29.8,
  "gap_ha": 0.2937,
  "total_charge": 1,
  "energy_ha": -825.19631,
  "homo_ev": -11.9,
  "symbols": ["C", "N", "C", "N", "C", "O", "H", "H", "H", "H", "H", "H", "H", "H", "C", "C", "C", "N", "C", "C", "C", "C", "C", "C", "C", "C", "C", "H", "H", "H", "H", "H", "H", "H", "H", "H", "H", "H", "H", "H", "H", "H", "H"],
  "coordinates": [[-0.774, 1.976, -0.581], [-0.473, 2.176, 0.849], [0.886, 1.754, 1.239], [-1.476, 1.595, 1.660], [-1.671, 0.216, 1.607], [-1.167, -0.503, 0.758], [0.128, 1.623, -1.097], [-1.600, 1.276, -0.731], [-1.054, 2.949, -1.009], [1.464, 1.534, 0.333], [1.372, 2.589, 1.764], [0.879, 0.879, 1.902], [-1.553, 2.003, 2.588], [-2.346, -0.130, 2.418], [-3.442, 7.096, -0.366], [-2.699, 6.037, -1.190], [-1.213, 5.951, -0.860], [-0.997, 5.866, 0.597], [-0.311, 4.883, 1.147], [0.004, 4.848, 2.568], [-0.997, 4.877, 3.573], [-0.632, 4.988, 4.915], [0.722, 5.011, 5.282], [1.716, 4.938, 4.298], [1.364, 4.862, 2.954], [-1.527, 7.040, 1.313], [-3.034, 7.158, 1.108], [-3.269, 8.079, -0.821], [-4.518, 6.904, -0.427], [-3.163, 5.054, -1.039], [-2.799, 6.269, -2.256], [-0.749, 5.084, -1.342], [-0.714, 6.865, -1.218], [0.223, 4.234, 0.448], [-2.053, 4.823, 3.285], [-1.406, 5.072, 5.682], [1.002, 5.096, 6.335], [2.772, 4.959, 4.577], [2.125, 4.854, 2.168], [-1.283, 7.000, 2.378], [-1.040, 7.928, 0.880], [-3.371, 8.105, 1.544], [-3.536, 6.360, 1.670]],
  "mulliken_charge": [-0.637, 0.326, -0.734, -0.521, -0.012, -0.479, 0.340, 0.361, 0.020, 0.288, 0.195, 0.328, 0.287, 0.376, -0.742, -0.542, -0.871, 0.206, -0.449, 0.091, -0.210, -0.645, -0.479, -0.734, -0.288, -0.735, -0.524, 0.323, 0.342, 0.286, 0.397, 0.408, 0.394, 0.945, 0.518, 0.424, 0.404, 0.422, 0.471, 0.397, 0.438, 0.391, 0.224]
}

=====

No. 4
{
  "formula": "C6H13NO2",
  "method": "ωB97M-V/def2-TZVPD",
  "de_lowest_kcal_mol": 88.8,
  "gap_ha": 0.3598,
  "energy_ha": -441.53850,
  "smiles": "[H]/N=C(\\C)OC.C=C(C)O",
  "homo_ev": -9.0,
  "symbols": ["H", "N", "C", "C", "O", "C", "H", "H", "H", "H", "H", "H", "C", "C", "C", "O", "H", "H", "H", "H", "H", "H"],
  "coordinates": [[-3.206, 0.117, -0.690], [-2.391, -0.349, -0.291], [-1.306, 0.178, -0.718], [-1.207, 1.314, -1.688], [-0.024, -0.748, -0.986], [-0.139, -2.124, -0.692], [-1.319, 2.255, -1.142], [-0.241, 1.345, -2.191], [-1.999, 1.242, -2.434], [0.107, -2.712, -1.582], [-1.144, -2.408, -0.352], [0.571, -2.382, 0.105], [1.185, -0.458, 2.268], [0.968, 0.261, 1.163], [2.024, 0.992, 0.401], [-0.380, 0.849, 0.978], [0.385, -0.798, 2.915], [2.186, -0.540, 2.675], [1.703, 1.172, -0.626], [2.933, 0.385, 0.360], [2.256, 1.952, 0.868], [-0.959, 0.458, 1.658]],
  "mulliken_charge": [0.242, -0.926, 1.506, -1.442, -0.406, -0.778, 0.299, 0.309, 0.419, 0.237, 0.350, 0.241, -0.991, 0.920, -1.156, -0.545, 0.257, 0.267, 0.246, 0.340, 0.295, 0.317]
}